Entry 1:
One molecule with the formula CH5NO2S at a distorted geometry, computed with wB97M-V/def2-TZVPD.

Summary:
strongest force on any atom	4.4	eV/A
orbital gap	11.386	eV
SMILES string	CS(N)(=O)=O
calculated total energy	-17537.1990	eV
energy above the lowest of the compared OMol25 structures with the same formula, charge and spin	168.3	kJ/mol
HOMO energy	-0.39098	Eh

The geometry in XYZ format:
```
10
Properties=species:S:1:pos:R:3:forces:R:3
C -0.859 0.949 0.600 3.24 0.23 0.97
S 0.605 0.110 -0.087 1.60 -2.14 -3.53
N 0.111 -1.437 -0.707 -0.72 3.73 0.69
O 1.213 0.830 -1.244 -2.32 -1.11 2.43
O 1.506 -0.201 0.986 -0.72 0.40 0.64
H -1.551 0.344 1.152 0.29 -0.63 0.43
H -0.109 1.530 1.230 -1.93 0.07 0.00
H -1.403 1.560 -0.059 -0.21 0.76 -1.22
H 0.260 -2.254 -0.188 0.56 -0.89 0.79
H 0.226 -1.430 -1.683 0.22 -0.40 -1.19
```
Positions in Å, forces in eV/Å.


Entry 2:
A 4-piece molecular cluster, C3H14O3S overall at a distorted geometry, computed with wB97M-V/def2-TZVPD.

Summary:
strongest force on any atom	2.8	eV/A
orbital gap	8.828	eV
SMILES string	CCSC.O.O.O
calculated total energy	-20314.7777	eV
energy above the lowest of the compared OMol25 structures with the same formula, charge and spin	140.6	kJ/mol
HOMO energy	-0.30904	Eh

The geometry in XYZ format:
```
21
Properties=species:S:1:pos:R:3:forces:R:3
C -0.284 1.002 -1.289 1.03 -0.29 -0.04
C -0.516 0.306 0.017 -0.68 -0.04 2.50
S 0.899 -0.282 1.080 -0.85 -0.19 -1.40
C 1.277 1.332 1.711 2.60 0.49 0.79
H -1.128 1.600 -1.575 -0.40 0.01 -0.07
H 0.520 1.743 -1.192 0.23 -0.53 -0.17
H -0.075 0.230 -2.043 0.24 0.56 -0.09
H -0.936 0.956 0.804 -0.18 0.31 -0.76
H -1.272 -0.487 0.036 0.39 -0.31 -0.62
H 0.700 2.173 1.326 -0.31 -0.35 0.28
H 2.346 1.602 1.543 -0.61 -0.23 -0.60
H 1.331 1.223 2.790 -0.87 0.48 0.32
O 3.576 0.388 -0.694 0.52 -0.58 -1.00
H 3.667 -0.416 -0.175 -0.25 0.06 0.45
H 3.808 0.035 -1.577 -0.20 0.63 0.45
O -1.380 -5.063 1.207 0.02 -0.04 -0.18
H -1.673 -4.734 0.352 0.04 -0.05 0.02
H -1.834 -4.511 1.845 -0.05 0.09 0.16
O -3.258 1.233 -1.303 -0.66 0.05 0.46
H -2.862 1.107 -2.166 0.04 -0.32 0.03
H -2.906 0.563 -0.697 -0.05 0.24 -0.54
```
Positions in Å, forces in eV/Å.


Entry 3:
C20H35AsBrCoF6N6O8S2Si2 as an isolated structure at a distorted geometry, computed with wB97M-V/def2-TZVPD.

Summary:
spin multiplicity	2
strongest force on any atom	1.3	eV/A
orbital gap (alpha / beta)	6.027 / 6.162	eV
calculated total energy	-268873.2222	eV
energy above the lowest of the compared OMol25 structures with the same formula, charge and spin	155.0	kJ/mol
total charge	-1
HOMO energy (alpha / beta)	-0.13703 / -0.14197	Eh

The geometry in XYZ format:
```
82
Properties=species:S:1:pos:R:3:forces:R:3
Co 0.171 -0.273 -0.237 -0.42 0.71 0.38
N 1.681 0.807 0.882 -0.32 0.10 -0.79
C 2.175 2.158 0.468 0.04 -0.31 0.23
C 2.547 2.946 1.726 -0.02 0.29 -0.06
C 3.190 4.321 1.500 -0.04 0.04 0.12
C 2.342 5.411 0.838 0.09 -0.12 0.13
N 1.707 5.037 -0.428 0.00 -0.33 0.02
C 2.371 4.504 -1.461 0.21 0.76 0.02
N 3.696 4.696 -1.579 -0.42 0.31 -0.48
N 1.696 3.893 -2.423 -0.81 0.17 -0.51
C 3.332 2.126 -0.598 0.13 -0.42 0.30
O 4.463 2.521 -0.207 -0.12 -0.70 -0.08
O 2.986 1.844 -1.758 0.45 -0.28 0.23
H 1.083 0.943 1.694 0.14 -0.11 0.12
H 2.472 0.243 1.172 0.00 -0.19 0.01
H 1.325 2.633 -0.011 -0.16 -0.19 -0.07
H 3.272 2.360 2.300 -0.07 -0.03 -0.01
H 1.638 3.052 2.336 0.09 -0.02 0.05
H 4.089 4.140 0.913 0.01 -0.03 0.27
H 3.510 4.715 2.469 -0.04 0.09 -0.02
H 2.975 6.285 0.658 -0.08 0.08 0.03
H 1.540 5.732 1.502 -0.07 0.00 -0.07
H 0.729 4.794 -0.401 -0.08 0.07 0.01
H 4.188 4.963 -0.742 -0.03 -0.02 -0.09
H 4.165 3.941 -2.066 0.06 -0.12 0.12
H 0.917 3.284 -2.151 0.13 0.24 0.01
H 2.267 3.448 -3.126 0.03 -0.17 0.19
F 1.395 -2.205 4.427 -0.06 0.09 -0.02
C 0.304 -1.489 4.131 0.09 -0.22 -0.11
F 0.686 -0.221 3.947 -0.07 0.05 0.02
F -0.525 -1.542 5.172 -0.03 0.04 -0.02
S -0.470 -2.216 2.601 0.52 0.05 0.32
O 0.438 -1.777 1.557 -0.47 -0.01 0.32
O -0.513 -3.605 2.928 -0.20 -0.01 -0.18
N -1.931 -1.634 2.523 0.02 0.05 -0.17
S -2.269 -0.188 1.992 -0.19 -0.08 0.72
O -1.093 0.584 1.656 -0.05 0.24 -0.47
O -3.414 -0.171 1.139 0.13 -0.14 -0.19
C -2.912 0.638 3.520 0.03 0.08 -0.10
F -3.479 1.799 3.175 0.05 -0.08 0.06
F -1.930 0.896 4.386 -0.01 -0.05 0.01
F -3.825 -0.119 4.125 0.03 0.04 -0.04
Br -1.232 -3.712 -0.692 -0.01 0.26 0.30
C -2.033 -2.178 -1.458 0.29 -0.14 0.40
C -3.082 -2.455 -2.319 -0.19 0.05 0.03
C -3.708 -1.408 -2.957 0.03 -0.09 0.08
C -3.253 -0.134 -2.692 -0.31 0.25 -0.08
C -2.210 0.053 -1.812 0.11 -0.11 0.07
N -1.569 -0.956 -1.175 -0.15 -0.36 -0.70
C -1.679 1.456 -1.642 0.62 0.64 -0.04
O -2.361 2.405 -2.016 -0.20 -0.13 -0.02
O -0.487 1.515 -1.197 0.31 -0.23 0.42
H -3.387 -3.478 -2.477 0.07 -0.02 0.03
H -4.527 -1.589 -3.642 0.01 0.02 -0.01
H -3.692 0.746 -3.141 0.08 -0.01 0.05
C 2.438 -4.494 0.552 -0.11 0.04 0.02
Si 3.112 -2.833 -0.043 0.32 -0.10 -0.28
C 3.845 -1.960 1.472 -0.31 0.23 -0.05
C 4.651 -3.191 -1.102 -0.11 -0.08 -0.07
As 1.749 -1.509 -1.411 1.05 -0.48 -0.55
Si 1.502 -3.005 -3.208 -0.12 0.26 -0.10
C -0.135 -2.684 -4.108 -0.02 0.14 0.12
C 1.599 -4.879 -2.942 0.03 0.05 0.19
C 2.880 -2.526 -4.413 0.05 -0.03 0.08
H 3.152 -5.005 1.209 0.00 0.06 -0.07
H 2.209 -5.155 -0.289 0.05 0.07 0.09
H 1.515 -4.346 1.115 -0.03 -0.01 0.05
H 4.518 -2.642 2.001 -0.03 -0.04 -0.06
H 3.071 -1.651 2.180 0.05 0.00 0.02
H 4.431 -1.083 1.176 -0.06 -0.03 0.00
H 5.497 -3.522 -0.489 -0.08 -0.03 0.00
H 4.945 -2.280 -1.631 0.00 -0.05 0.06
H 4.456 -3.963 -1.855 0.05 0.07 0.06
H -0.947 -3.277 -3.676 0.12 0.03 -0.10
H -0.069 -2.920 -5.175 0.05 -0.03 0.06
H -0.408 -1.626 -4.013 -0.02 -0.08 -0.06
H 0.799 -5.198 -2.268 0.09 -0.03 -0.08
H 2.552 -5.174 -2.495 -0.07 0.01 -0.07
H 1.488 -5.422 -3.887 0.00 0.12 0.00
H 2.908 -1.436 -4.496 0.00 -0.07 -0.02
H 2.747 -2.955 -5.413 -0.03 -0.04 0.07
H 3.853 -2.845 -4.027 -0.05 0.04 -0.04
```
Positions in Å, forces in eV/Å.